Entry 1:
Entry from the OMol25 dataset: C5H7AgO3 as an isolated structure (ωB97M-V with the def2-TZVPD basis set).

The value obtained for the HOMO-LUMO gap (spin up / spin down) is 7.688 / 4.745 eV. As for the expectation value of S²: 0.755. As for the lowest unoccupied orbital energy (spin up / spin down): -4.859 / -7.794 eV.

The geometry in ORCA input format:
```
! RIJCOSX wB97M-V def2-TZVPD def2/J DEFGRID3
* xyz 1 2
O 0.974 0.981 -0.810
C 2.227 0.877 -0.419
O 2.552 0.722 0.794
Ag 4.500 0.666 0.173
O 3.122 0.887 -1.312
C -0.059 0.922 0.124
H 0.268 1.092 1.150
H -2.049 1.528 0.416
C -1.321 1.178 -0.317
H -1.524 1.329 -1.378
C -0.821 -1.739 0.543
C -2.033 -1.486 -0.040
H 0.000 -2.183 -0.029
H -2.188 -1.699 -1.101
H -0.724 -1.740 1.632
H -2.926 -1.336 0.573
*
```


Entry 2:
Entry from the OMol25 dataset: C28H34N8S2V as an isolated structure (ωB97M-V with the def2-TZVPD basis set).

The value obtained for the HOMO-LUMO gap (spin up / spin down) is 7.392 / 6.646 eV. As for the expectation value of S²: 0.768. As for the lowest unoccupied orbital energy (spin up / spin down): -4.838 / -4.876 eV.

The geometry in ORCA input format:
```
! RIJCOSX wB97M-V def2-TZVPD def2/J DEFGRID3
* xyz 2 2
V 0.019 -0.330 -0.262
C 2.412 -0.504 -2.171
N 2.099 0.255 -0.947
C 3.157 0.075 0.049
C 2.628 0.507 1.387
C 3.452 0.897 2.433
C 2.868 1.263 3.634
C 1.484 1.238 3.741
C 0.742 0.839 2.647
N 1.298 0.468 1.486
C 1.914 1.682 -1.281
C 0.652 1.828 -2.088
C 0.441 2.909 -2.923
C -0.676 2.924 -3.741
C -1.532 1.833 -3.716
C -1.280 0.810 -2.827
N -0.226 0.807 -1.987
C 1.936 -1.916 -2.027
C 2.591 -2.944 -2.677
C 2.118 -4.240 -2.569
C 0.998 -4.453 -1.788
C 0.409 -3.371 -1.165
N 0.839 -2.098 -1.256
H 3.483 -0.479 -2.387
H 1.907 -0.045 -3.018
H 4.062 0.622 -0.233
H 3.420 -0.986 0.088
H 4.526 0.920 2.301
H 3.481 1.572 4.471
H 0.987 1.532 4.657
H -0.339 0.818 2.670
H 2.769 2.078 -1.841
H 1.843 2.238 -0.350
H 1.168 3.712 -2.955
H -0.857 3.756 -4.409
H -2.391 1.775 -4.370
H -1.943 -0.041 -2.764
H 3.472 -2.719 -3.266
H 2.614 -5.059 -3.074
H 0.578 -5.440 -1.653
H -0.466 -3.540 -0.565
N -0.023 -1.917 1.557
C -0.636 -2.111 2.912
C -2.135 -1.900 2.995
N -2.523 -0.489 2.955
H -0.273 -2.759 1.049
H 0.980 -2.014 1.680
H -0.134 -1.460 3.625
H -0.426 -3.132 3.234
H -2.470 -2.397 3.911
H -2.623 -2.429 2.172
H -2.228 -0.040 3.816
H -3.534 -0.409 2.953
C 0.825 3.842 1.168
C -0.509 3.330 0.707
N -0.874 2.086 0.502
C -2.189 2.038 0.075
C -2.793 3.243 -0.081
S -1.728 4.484 0.369
C -2.884 0.761 -0.136
C -4.234 0.674 -0.223
S -4.704 -0.933 -0.478
C -3.082 -1.430 -0.441
N -2.212 -0.456 -0.249
C -2.793 -2.883 -0.626
H 1.481 3.042 1.495
H 0.695 4.531 2.003
H 1.319 4.397 0.367
H -3.794 3.458 -0.422
H -4.959 1.466 -0.128
H -3.723 -3.449 -0.673
H -2.221 -3.274 0.215
H -2.253 -3.066 -1.553
*
```


Entry 3:
Entry from the OMol25 dataset: C16H21B2ClNO13Si2 as an isolated structure (ωB97M-V with the def2-TZVPD basis set).

The value obtained for the HOMO-LUMO gap is 8.554 eV. As for the lowest unoccupied orbital energy: 1.365 eV.

The geometry in ORCA input format:
```
! RIJCOSX wB97M-V def2-TZVPD def2/J DEFGRID3
* xyz -1 1
C 2.727 -2.150 1.679
C 2.214 -0.726 1.404
C 3.423 0.248 1.579
Si 4.319 0.801 0.000
N 6.000 0.270 0.155
C 3.660 0.006 -1.592
C 3.990 0.731 -2.905
O 3.369 0.474 -3.902
Cl 5.314 1.932 -3.013
O 4.422 2.483 -0.088
Si 2.941 3.286 -0.181
B 2.809 4.593 1.329
O 3.257 5.877 1.262
O 2.208 4.170 2.528
O 1.158 -0.524 2.334
C 0.429 0.676 2.144
C -0.655 0.593 1.077
C -1.958 0.466 1.502
C -3.010 0.418 0.627
C -2.814 0.504 -0.734
C -1.511 0.608 -1.159
C -0.456 0.661 -0.288
H 3.271 -2.142 2.631
H 1.864 -2.802 1.842
H 3.368 -2.520 0.875
H 1.773 -0.706 0.399
H 4.159 -0.285 2.194
H 3.157 1.142 2.159
H 6.600 1.092 0.167
H 6.093 -0.124 1.088
H 4.154 -0.971 -1.678
H 2.584 -0.178 -1.609
H 1.878 2.282 -0.021
H 2.816 3.978 -1.479
H 3.334 6.223 2.162
H 2.756 3.496 2.949
H 1.058 1.559 1.960
H -0.086 0.871 3.090
H -2.213 0.396 2.557
H -4.040 0.343 0.966
H -3.639 0.492 -1.434
H -1.346 0.671 -2.233
H 0.542 0.755 -0.704
B -6.149 -3.000 -1.512
O -5.531 -1.676 -1.264
C -6.369 -0.741 -1.688
O -6.169 0.442 -1.631
C -7.608 -1.415 -2.251
O -8.562 -0.861 -2.718
O -7.461 -2.729 -2.140
O -5.297 -3.827 -2.391
C -4.983 -4.941 -1.740
O -4.301 -5.827 -2.171
C -5.631 -4.896 -0.366
O -5.552 -5.740 0.481
O -6.306 -3.757 -0.254
*
```


Number 1: DFT total energy -15428.3005 eV. Number 2: DFT total energy -88856.6689 eV. Number 3: DFT total energy -74684.3922 eV.